# C5H4N3OP

A gas-phase ion, C5H4N3OP (charge +2) at a distorted geometry (the ωB97M-V functional and the def2-TZVPD basis, the Open Molecules 2025 dataset).

Energy ... -772.85523 a.u.
Total charge ... +2
Frontier orbital gap (spin up / spin down) ... 0.225 / 0.225 Eh
Largest force on an atom ... 0.1584 Eh/bohr
Highest occupied orbital energy (spin up / spin down) ... -0.725 / -0.725 Ha

Each line ends with the Mulliken charge.
Element x y z (Å)
C -0.96833 -1.70330 -0.03762  -0.339
C 2.28197 -0.43812 -0.13618  -0.136
C 0.19586 -0.98809 -0.03235  0.619
C 0.30276 0.47969 0.10656  0.347
C -1.95647 0.67089 0.24127  0.361
N 1.47953 -1.43472 -0.17416  -0.436
N 1.60115 0.76855 0.04649  -0.006
N -0.77870 1.26656 0.19513  -0.031
O -3.32789 1.66033 -0.28891  -0.113
P -2.60013 -0.97257 0.20018  0.314
H -0.89438 -2.78426 -0.15301  0.445
H 3.35451 -0.50081 -0.24331  0.398
H 2.05413 1.67878 0.11444  0.250
H -0.74401 2.29707 0.16147  0.326

Cartesian forces (eV/Å) of the 6 atoms listed first:
-0.3 0.2 0.1
-0.4 -0.8 -0.1
0.4 0.5 0.0
0.5 0.0 0.0
-6.7 3.9 -2.5
0.2 -1.3 -0.1



# C18H30N2O3S2

C18H30N2O3S2 in the gas phase (the ωB97M-V functional and the def2-TZVPD basis, the Open Molecules 2025 dataset).

SMILES ... CC(C)c1ccc(N(CC(=O)NCCSC(C)(C)C)S(C)(=O)=O)cc1
Energy ... -1835.50602 a.u.
Total charge ... 0
Frontier orbital gap ... 0.344 Eh
Largest force on an atom ... 0.0166 Eh/bohr
Highest occupied orbital energy ... -0.320 Ha

Each line ends with the Mulliken charge.
Element x y z (Å)
C -6.10170 -0.81879 -0.78587  -1.456
H -7.10056 -1.24356 -0.71309  0.450
H -6.18982 0.23108 -1.05593  0.355
H -5.56661 -1.33208 -1.58038  0.284
C -5.36570 -0.96554 0.54755  0.151
C -4.00917 -0.30840 0.48252  1.193
C -3.69958 0.75833 1.31387  -1.293
C -2.46419 1.37966 1.25970  -0.327
C -1.49772 0.92963 0.36848  0.074
C -1.79029 -0.15161 -0.45698  -0.898
C -3.03287 -0.74957 -0.40468  -0.450
H -3.23820 -1.58079 -1.06171  0.286
H -1.03910 -0.49989 -1.14600  0.441
N -0.21464 1.50349 0.28370  0.827
S 0.25908 2.15281 -1.19835  1.183
O -0.63307 1.67154 -2.20646  -0.697
O 1.65245 1.85911 -1.37080  -0.633
C 0.05011 3.94225 -1.04809  -1.081
H 0.80518 4.32782 -0.37303  0.328
H 0.18889 4.34115 -2.04454  0.447
H -0.95704 4.13436 -0.70144  0.302
C 0.32421 2.18577 1.44269  -0.698
C 1.82557 2.40381 1.22787  -0.150
O 2.29686 3.51774 1.10904  -0.695
N 2.53269 1.26875 1.23926  0.008
H 2.03955 0.38373 1.21415  0.204
C 3.88466 1.20322 0.73542  -0.551
C 4.58418 -0.03921 1.26450  -0.720
H 5.53072 -0.20336 0.75387  0.430
H 4.77055 0.05525 2.33477  0.422
S 3.58056 -1.56279 1.17182  -0.202
C 3.42917 -2.03694 -0.62874  1.810
C 3.29427 -3.55797 -0.59910  -1.820
H 4.19240 -4.01335 -0.18821  0.440
H 3.13695 -3.93872 -1.60630  0.418
H 2.44940 -3.85121 0.02014  0.430
C 2.16842 -1.40690 -1.20734  -1.564
H 2.00799 -1.77430 -2.21998  0.581
H 2.23282 -0.32249 -1.25328  0.186
H 1.30317 -1.67894 -0.60496  0.369
C 4.66909 -1.63355 -1.40856  -1.874
H 5.57068 -2.00771 -0.92619  0.410
H 4.73974 -0.55389 -1.51522  0.308
H 4.61572 -2.06461 -2.40709  0.460
H 3.85502 1.20905 -0.36084  0.131
H 4.41053 2.10361 1.06363  0.448
H 0.16489 1.55242 2.32065  0.584
H -0.14277 3.16385 1.61872  0.429
H -2.26165 2.21202 1.91664  0.426
H -4.43789 1.12057 2.01560  0.277
C -5.23957 -2.43960 0.93840  -1.461
H -4.69341 -2.99490 0.18043  0.288
H -6.22592 -2.88546 1.04617  0.443
H -4.70997 -2.53717 1.88353  0.362
H -5.95408 -0.45770 1.32003  0.381

Cartesian forces (eV/Å) of the 6 atoms listed first:
0.0 0.1 0.3
-0.1 -0.1 0.0
0.0 0.1 -0.1
0.1 -0.1 -0.1
0.0 -0.2 -0.1
-0.1 0.2 0.2



# C4H13N2O

2 unconnected molecules or ions with the total composition C4H13N2O at a distorted geometry (the ωB97M-V functional and the def2-TZVPD basis, the Open Molecules 2025 dataset).

Energy ... -344.64226 a.u.
Total charge ... +1
Frontier orbital gap ... 0.385 Eh
Largest force on an atom ... 0.1148 Eh/bohr
Highest occupied orbital energy ... -0.520 Ha

Each line ends with the Mulliken charge.
Element x y z (Å)
C -1.86683 0.92217 -0.22333  -1.518
C -0.69601 1.49093 -0.89083  0.906
O 0.20547 0.88522 -1.45033  -0.571
N -0.63547 2.90893 -0.66978  -0.510
H -2.15898 -0.10056 -0.61926  0.331
H -2.83202 1.38808 -0.24365  0.412
H 0.07594 3.29532 -1.38879  0.322
H -1.57072 3.29168 -0.70405  0.260
H -1.83735 0.69887 0.82112  0.474
C 1.23705 -1.96744 0.37956  -0.320
C 1.90317 -0.76524 1.17387  -1.089
N -0.16159 -1.41691 0.06065  -0.465
H 1.73615 -2.31533 -0.58458  0.340
H 1.25475 -3.00625 0.81955  0.339
H 1.79909 -0.80949 2.21690  0.403
H 1.73669 0.26291 0.72621  0.248
H -0.91076 -2.20269 -0.11108  0.406
H -0.34156 -0.57495 0.68609  0.201
H 0.03216 -1.27486 -1.14537  0.489
H 3.03082 -0.71040 1.14711  0.342

Cartesian forces (eV/Å) of the 6 atoms listed first:
-2.4 -3.6 -0.4
1.2 3.2 0.4
-0.7 -0.1 0.3
1.7 -2.0 -2.7
0.6 1.1 -0.1
-0.2 1.2 -0.6



# C10H18BNO3

2 unconnected molecules or ions with the total composition C10H18BNO3 at a distorted geometry (the ωB97M-V functional and the def2-TZVPD basis, the Open Molecules 2025 dataset).

SMILES ... C#CB(CCCCCOC)N=C=O.CO
Energy ... -696.82186 a.u.
Total charge ... 0
Frontier orbital gap ... 0.318 Eh
Largest force on an atom ... 0.2100 Eh/bohr
Highest occupied orbital energy ... -0.354 Ha

Each line ends with the Mulliken charge.
Element x y z (Å)
C -0.70115 -1.65277 1.86177  -0.276
C 0.13138 -1.36807 0.73723  -0.153
B 0.81199 -0.52407 -0.54220  0.351
C 0.66981 1.10718 -0.75434  -0.644
C -0.23140 1.87015 0.38279  -0.431
C -1.76447 2.23768 -0.13504  -0.576
C -2.75003 1.03542 0.43263  0.075
C -4.21920 0.97991 -0.36373  -0.555
O -4.99516 -0.18674 0.17186  -0.353
C -4.92884 -1.26364 -0.86781  -0.507
N 1.59624 -1.30392 -1.60453  -0.451
C 2.90048 -1.35380 -1.11612  0.643
O 4.20943 -1.11772 -0.84436  -0.495
H -1.47414 -1.76842 2.76405  0.334
H 0.22358 1.25708 -1.84920  0.258
H 1.74669 1.56919 -0.77874  0.306
H 0.31776 2.89573 0.63130  0.346
H -0.34078 1.30088 1.39972  0.263
H -1.80726 2.31966 -1.30472  0.277
H -2.10752 3.22901 0.38826  0.310
H -2.23407 0.01070 0.19907  -0.219
H -2.89184 1.17609 1.59684  0.249
H -4.08538 0.76004 -1.51519  0.332
H -4.85830 1.95311 -0.14797  0.228
H -3.79392 -1.48026 -1.14693  0.194
H -5.47848 -2.23405 -0.44270  0.227
H -5.47456 -0.90480 -1.86289  0.247
C 7.20139 -1.66075 0.72694  -0.483
O 6.58034 -0.49717 1.24140  -0.498
H 8.24869 -1.67142 1.03784  0.248
H 6.69794 -2.54763 1.11964  0.232
H 7.14773 -1.65132 -0.36442  0.217
H 5.65305 -0.51528 0.94955  0.305

Cartesian forces (eV/Å) of the 6 atoms listed first:
5.1 2.4 -7.5
-6.2 -0.8 7.7
-0.6 -0.3 0.9
-0.5 -0.2 0.2
-0.2 1.6 -0.3
0.0 -0.8 1.1



# CH9NO3

3 unconnected molecules or ions with the total composition CH9NO3 (the ωB97M-V functional and the def2-TZVPD basis, the Open Molecules 2025 dataset).

Energy ... -323.90641 a.u.
Total charge ... -1
Spin multiplicity ... 2
Frontier orbital gap (spin up / spin down) ... 0.096 / 0.385 Eh
Largest force on an atom ... 0.0144 Eh/bohr
<S²> ... 0.75
Highest occupied orbital energy (spin up / spin down) ... 0.043 / -0.241 Ha

Each line ends with the Mulliken spin population.
Element x y z (Å)
N -1.32956 -2.08537 1.68827  -0.037
C -1.85699 -0.84127 1.11176  1.365
O -0.97805 -0.30498 0.14651  -0.399
H -0.52091 -2.35357 1.14434  0.004
H -2.00853 -2.83525 1.63149  -0.031
H -1.97957 -0.11236 1.92374  -0.077
H -2.83750 -0.96545 0.65643  0.051
H -0.15368 -0.09620 0.60800  0.016
H 3.74186 1.28168 -1.22696  -0.124
H 4.99383 1.09317 -2.03870  -0.110
O 4.17386 0.63702 -1.80976  0.413
H -0.20532 2.83810 -1.67932  -0.224
H -0.96255 1.67240 -1.05691  -0.049
O -0.07691 2.07209 -1.09888  0.202

Cartesian forces (eV/Å) of the 6 atoms listed first:
-0.2 0.0 0.0
0.4 0.5 0.3
-0.4 -0.5 0.3
0.0 -0.1 -0.1
0.1 0.0 -0.1
-0.1 -0.1 -0.1



# C9H9HgNO4

A molecular structure, C9H9HgNO4 at a distorted geometry (the ωB97M-V functional and the def2-TZVPD basis, the Open Molecules 2025 dataset).

Energy ... -856.61893 a.u.
Total charge ... +2
Frontier orbital gap ... 0.206 Eh
Largest force on an atom ... 0.1780 Eh/bohr
Highest occupied orbital energy ... -0.555 Ha

Each line ends with the Mulliken charge.
Element x y z (Å)
Hg -0.00231 -0.00032 -0.72071  2.000
O 0.14762 3.14880 -0.12841  -0.078
C 0.09624 2.04841 -0.32556  0.086
C -0.09816 -2.05439 -0.49133  0.069
O -0.15287 -3.17007 -0.39981  -0.078
C 2.05274 -0.09679 -0.51819  0.100
O 3.17113 -0.15123 -0.45582  -0.071
C -2.05320 0.10070 -0.56347  0.093
O -3.17331 0.15323 -0.52843  -0.072
C 0.03229 0.67461 -5.61754  -0.535
H -0.86965 1.29317 -5.70014  0.271
H 0.99107 1.20372 -5.67991  0.271
C -0.03183 -0.67250 -5.67471  -0.515
H 0.87254 -1.28347 -5.78507  0.269
H -0.98810 -1.19403 -5.80542  0.268
C -0.51335 -0.33727 5.03462  -1.149
C 0.51866 0.34060 4.14806  -0.197
C 0.28871 0.19025 2.86590  0.195
N -0.00299 -0.00601 1.73743  -0.499
H -1.51693 0.08241 4.81617  0.342
H -0.31160 -0.20477 6.12017  0.340
H -0.52694 -1.42486 4.81607  0.342
H 0.54559 1.42522 4.42808  0.271
H 1.52463 -0.06543 4.42801  0.277

Cartesian forces (eV/Å) of the 6 atoms listed first:
0.0 0.1 -1.1
0.0 -0.9 -0.1
0.3 5.4 0.6
-0.3 -5.9 0.3
0.1 1.1 0.0
5.8 -0.2 -0.2